The following is a DFT calculation (the ωB97M-V functional and the def2-TZVPD basis) of C45H48Br4N6O2SbSiTi as an isolated structure.

Cartesian coordinates (Å):
Ti -0.497 1.282 -0.770
C -1.260 1.911 5.437
C 0.040 1.456 4.830
C 0.993 0.770 5.567
C 2.179 0.415 4.940
C 2.364 0.739 3.610
C 1.350 1.420 2.928
N 0.224 1.770 3.546
Sb 1.628 2.044 0.849
C 2.539 -0.311 0.659
C 3.905 -0.321 0.333
C 4.619 -1.504 0.245
C 3.958 -2.695 0.503
C 2.608 -2.638 0.839
C 1.863 -3.902 1.187
N 1.920 -1.495 0.895
C 0.656 4.051 1.399
C 1.503 5.152 1.238
C 1.070 6.426 1.575
C -0.208 6.579 2.079
C -1.010 5.447 2.198
C -2.408 5.549 2.751
N -0.595 4.229 1.856
H -2.058 1.835 4.698
H -1.521 1.327 6.320
H -1.189 2.962 5.728
H 0.811 0.524 6.607
H 2.953 -0.113 5.488
H 3.274 0.466 3.098
H 4.404 0.628 0.150
H 5.674 -1.507 -0.013
H 4.470 -3.650 0.458
H 1.951 -4.644 0.390
H 0.812 -3.677 1.358
H 2.271 -4.358 2.091
H 2.506 5.001 0.853
H 1.721 7.285 1.453
H -0.590 7.553 2.361
H -2.880 6.495 2.479
H -2.394 5.486 3.842
H -3.007 4.722 2.375
Br -1.443 5.509 -6.172
C -1.467 4.736 -4.449
C -2.096 5.385 -3.391
Br -2.949 7.049 -3.654
C -2.102 4.806 -2.114
Br -2.972 5.578 -0.638
C -1.471 3.595 -1.916
O -1.383 2.935 -0.762
C -0.855 2.925 -2.987
O -0.332 1.753 -2.662
C -0.849 3.496 -4.247
Br 0.005 2.531 -5.622
N 2.654 -4.903 -2.932
C 3.675 -5.663 -3.456
C 3.893 -7.036 -3.520
C 5.058 -7.450 -4.136
C 5.974 -6.528 -4.671
C 5.750 -5.168 -4.600
C 4.581 -4.730 -3.979
N 4.121 -3.443 -3.764
C 2.988 -3.588 -3.135
C 2.139 -2.488 -2.667
C 2.676 -1.213 -2.549
C 1.884 -0.199 -2.053
N 0.617 -0.395 -1.675
C 0.089 -1.607 -1.828
C 0.806 -2.678 -2.322
H 1.865 -5.235 -2.407
H 3.189 -7.747 -3.109
H 5.271 -8.508 -4.209
H 6.873 -6.899 -5.145
H 6.452 -4.453 -5.007
H 3.706 -1.029 -2.815
H 2.269 0.805 -1.931
H -0.950 -1.715 -1.558
H 0.307 -3.632 -2.432
C -3.123 1.622 1.446
Si -2.577 0.156 0.386
C -3.977 -0.126 -0.924
C -3.833 0.947 -2.012
C -3.881 -1.499 -1.591
C -5.371 0.031 -0.304
C -2.380 -1.321 1.626
C -1.634 -2.546 1.089
C -1.559 -0.792 2.808
C -3.747 -1.780 2.147
H -3.873 1.329 2.189
H -3.549 2.399 0.807
H -2.274 2.084 1.961
H -2.896 0.842 -2.567
H -3.864 1.956 -1.596
H -4.654 0.858 -2.735
H -2.905 -1.654 -2.062
H -4.637 -1.588 -2.383
H -4.050 -2.313 -0.883
H -5.495 1.013 0.155
H -5.577 -0.722 0.458
H -6.137 -0.069 -1.084
H -0.585 -2.303 0.916
H -2.071 -2.952 0.173
H -1.657 -3.344 1.843
H -0.561 -0.470 2.495
H -1.428 -1.588 3.552
H -2.045 0.051 3.300
H -4.323 -2.302 1.379
H -4.351 -0.948 2.516
H -3.604 -2.478 2.981

## Properties
ΔE to the lowest compared entry with this formula, charge and spin (kcal per mole): 0.0
Charge: -1
HOMO energy (eV): -3.722
HOMO-LUMO gap (eV): 5.16